# 1
Here is a molecular structure, C38H43Ge2N7O3OsS2 in a non-equilibrium geometry from the Open Molecules 2025 dataset. Energies are from ωB97M-V/def2-TZVPD.

Values from the calculation:
Expectation value of S²: 6.1520
Kohn-Sham gap (alpha / beta): 0.1926 / 0.1294 Ha
Total charge: +2
Energy relative to the best compared isomer or geometry (same formula, charge and spin): 0.704 eV
Spin multiplicity: 5

Last column: Löwdin spin population.
Atoms and positions in Å:
Os -0.5365 0.4593 -0.3396  1.634
C -0.3004 -0.8281 4.7502  0.000
C -0.6486 -0.0043 3.5199  0.005
Ge 0.2813 -0.6500 1.8198  0.008
C 2.3236 -0.6603 1.9841  -0.002
C 2.7925 -1.5569 3.1173  -0.001
C -0.2128 -2.5428 1.6056  0.015
C -0.8217 -3.0974 0.5482  0.026
Ge -1.5711 -1.8222 -0.8624  0.036
C -3.5933 -1.5494 -0.6734  -0.002
C -4.5091 -2.6795 -1.1127  -0.001
C -1.0708 -2.2428 -2.8085  0.001
C -1.5173 -3.5518 -3.4372  0.001
C -0.9989 -4.5314 0.3751  0.004
C -0.2544 -5.4697 1.1086  0.003
C -0.4368 -6.8212 0.9064  0.000
C -1.3431 -7.2789 -0.0422  0.002
C -2.0882 -6.3656 -0.7750  0.000
C -1.9158 -5.0140 -0.5649  0.002
H -0.9733 -0.5669 5.5644  0.000
H 0.7120 -0.6273 5.0839  0.000
H -0.4069 -1.8922 4.5547  0.000
H -0.4166 1.0482 3.6914  0.000
H -1.7202 -0.0835 3.3272  0.005
H 2.6911 0.3529 2.1528  0.000
H 2.7369 -1.0373 1.0478  0.000
H 2.4969 -1.1653 4.0846  0.000
H 3.8798 -1.6073 3.0954  0.000
H 2.4101 -2.5678 3.0093  0.000
H 0.0859 -3.1764 2.4331  0.000
H -3.8222 -0.6508 -1.2540  0.000
H -3.7868 -1.3138 0.3746  0.001
H -4.3445 -2.9350 -2.1560  0.000
H -5.5446 -2.3615 -1.0094  0.000
H -4.3730 -3.5647 -0.4977  0.000
H 0.0169 -2.1802 -2.8786  0.000
H -1.5090 -1.4246 -3.3876  0.000
H -1.0426 -4.4051 -2.9629  0.000
H -1.2323 -3.5518 -4.4889  0.000
H -2.5954 -3.6714 -3.3912  0.000
H 0.4691 -5.1390 1.8372  0.000
H 0.1347 -7.5296 1.4854  0.000
H -1.4595 -8.3367 -0.2126  0.000
H -2.7921 -6.7140 -1.5144  0.000
H -2.4941 -4.3016 -1.1338  0.000
S -2.3678 0.8501 0.9117  0.154
C -2.0912 2.5952 1.3177  0.139
N -2.6742 3.1949 2.3165  -0.058
N -3.5509 2.6215 3.0536  0.225
C -4.0304 3.1767 4.2195  0.058
C -3.6202 4.4544 4.6261  0.087
C -4.0278 4.9361 5.8520  0.002
C -4.8477 4.1635 6.6701  0.140
C -5.2852 2.9112 6.2487  0.001
C -4.8899 2.4170 5.0241  0.088
N -1.2805 3.2859 0.5627  -0.088
N -0.5603 2.7945 -0.3689  0.176
C -0.0478 3.7781 -1.2197  0.035
C 1.0435 3.5763 -2.0717  0.054
C 1.5209 4.6089 -2.8567  0.000
C 0.9206 5.8597 -2.8250  0.082
C -0.1737 6.0696 -1.9960  -0.001
C -0.6583 5.0475 -1.2148  0.058
H -3.8785 1.6759 2.8108  0.003
H -2.9916 5.0355 3.9693  0.004
H -3.7066 5.9139 6.1798  -0.002
H -5.1583 4.5410 7.6318  0.006
H -5.9306 2.3232 6.8829  -0.002
H -5.2323 1.4503 4.6845  0.003
H 1.5594 2.6354 -2.1054  0.002
H 2.3812 4.4413 -3.4881  -0.001
H 1.3045 6.6622 -3.4345  0.004
H -0.6511 7.0361 -1.9512  -0.001
H -1.5190 5.1998 -0.5829  0.002
O 7.7458 2.7923 -3.4149  0.328
S 8.1157 1.5393 -2.7913  0.096
O 7.5751 1.2729 -1.4931  0.056
O 9.3278 0.8976 -3.1709  0.104
C 6.7962 0.7230 -3.9160  0.242
N 7.0616 0.3885 -5.1364  0.074
C 6.0184 -0.0030 -5.8580  0.014
C 4.7355 -0.0466 -5.3109  0.003
C 4.5894 0.3506 -3.9801  0.015
N 5.6690 0.7517 -3.2960  0.068
C 3.3513 0.3797 -3.2000  0.012
C 3.4578 0.6198 -1.8249  -0.001
C 2.3232 0.6251 -1.0484  0.022
N 1.0989 0.3797 -1.5449  0.037
C 0.9874 0.2273 -2.8723  0.017
C 2.0711 0.2162 -3.7282  -0.001
H 6.2230 -0.2840 -6.8828  0.000
H 3.9002 -0.3783 -5.9063  0.003
H 4.4295 0.8112 -1.3989  0.000
H 2.3802 0.8649 0.0045  0.003
H -0.0167 0.1338 -3.2655  0.001
H 1.9044 0.0927 -4.7852  0.000

# 2
Here is 2 unconnected molecules or ions with the total composition C38H43N3O2 in a non-equilibrium geometry from the Open Molecules 2025 dataset. Energies are from ωB97M-V/def2-TZVPD.

Values from the calculation:
Kohn-Sham gap: 0.1493 Ha
Energy relative to the best compared isomer or geometry (same formula, charge and spin): 0.000 eV

Last column: Mulliken charge in e.
Atoms and positions in Å:
C 7.1252 -3.8260 3.8719  -0.992
N 7.3538 -2.6351 3.0856  0.052
C 8.7257 -2.3877 2.6981  -0.980
C 6.3279 -1.8904 2.5960  1.413
C 6.5831 -0.7522 1.7794  -0.296
C 5.5450 -0.0411 1.2196  -1.199
C 4.1908 -0.4352 1.4065  0.469
C 3.1271 0.2406 0.7412  -0.913
C 1.8606 -0.3288 0.5951  -1.342
C 0.6530 0.3693 0.7154  -0.527
C -0.5296 -0.3848 1.0188  1.167
C -1.5576 0.1743 1.8180  -0.985
C -2.4696 -0.6365 2.4559  -0.846
C -2.4277 -2.0473 2.2855  1.188
N -3.3767 -2.8368 2.8485  0.214
C -3.3235 -4.2774 2.7282  -1.015
C -4.5090 -2.2702 3.5460  -0.831
C -1.4477 -2.6038 1.4234  -1.006
C -0.6110 -1.7705 0.7076  -0.356
C 3.9390 -1.5490 2.2655  -0.916
C 4.9736 -2.2634 2.8398  -0.470
H 6.4258 -3.6351 4.6959  0.329
H 6.7016 -4.6432 3.2693  0.359
H 8.0963 -4.1457 4.2612  0.259
H 9.0316 -1.3530 2.9064  0.309
H 9.3493 -3.0865 3.2678  0.255
H 8.8790 -2.5623 1.6249  0.365
H 7.6133 -0.4473 1.5839  0.254
H 5.7377 0.8290 0.5924  0.342
H 3.3188 1.2408 0.3509  0.473
H 1.8194 -1.4211 0.5194  0.590
H 0.7035 1.4289 0.9581  0.694
H -1.6114 1.2519 1.9894  0.568
H -3.2348 -0.1819 3.0808  0.318
H -3.3519 -4.5895 1.6746  0.339
H -2.4038 -4.6922 3.1674  0.328
H -4.1948 -4.6946 3.2392  0.258
H -5.1297 -1.6541 2.8755  0.242
H -5.1120 -3.1029 3.9193  0.243
H -4.1906 -1.6427 4.3918  0.333
H -1.3940 -3.6858 1.2816  0.374
H 0.0179 -2.1875 -0.0842  0.745
H 2.9093 -1.8452 2.4652  0.466
H 4.7569 -3.1254 3.4678  0.287
C -1.1576 5.3957 -3.4083  -1.549
C -1.6071 5.3218 -1.9657  1.594
C -0.7711 6.2682 -1.1315  -1.707
C -3.0762 5.6904 -1.8590  -1.758
O -1.5471 3.9449 -1.4503  -0.022
C -0.3554 3.3056 -1.3009  -0.260
C -0.6720 1.9443 -0.7822  -0.067
N -0.7588 1.0807 -1.7201  -0.208
C -1.6593 0.2419 -2.1843  -0.447
C -1.3900 -0.2490 -3.5242  1.160
C -2.2223 -1.1642 -4.1962  -0.397
C -1.9265 -1.5227 -5.5088  -0.845
C -0.8574 -0.9298 -6.1959  -0.498
C -0.0619 0.0224 -5.5460  -0.645
C -0.3127 0.3403 -4.2172  -0.651
C -2.8390 -0.0859 -1.3835  0.737
C -3.2607 -1.4231 -1.2510  -0.341
C -4.3931 -1.7301 -0.5018  -1.270
C -5.1105 -0.7113 0.1243  -0.479
C -4.6726 0.6150 0.0330  -0.914
C -3.5421 0.9304 -0.7140  0.105
O 0.7458 3.7083 -1.6235  -0.654
H -1.8963 4.9265 -4.0677  0.367
H -1.0661 6.4510 -3.6927  0.406
H -0.1805 4.9196 -3.5468  0.383
H -1.0229 6.1939 -0.0652  0.361
H 0.2980 6.0792 -1.2859  0.379
H -0.9815 7.2951 -1.4483  0.498
H -3.4623 5.4755 -0.8530  0.361
H -3.2116 6.7572 -2.0685  0.418
H -3.6626 5.1200 -2.5890  0.386
H -1.1818 1.9047 0.1788  0.279
H -3.0681 -1.5982 -3.6700  0.531
H -2.5505 -2.2636 -6.0006  0.380
H -0.6723 -1.1954 -7.2332  0.371
H 0.7659 0.5147 -6.0536  0.391
H 0.3076 1.0748 -3.6978  0.402
H -2.6884 -2.2200 -1.7308  0.643
H -4.7249 -2.7641 -0.4169  0.354
H -6.0117 -0.9519 0.6888  0.619
H -5.2143 1.4152 0.5388  0.434
H -3.2178 1.9694 -0.8240  0.597